ORCA calculation (ωB97M-V/def2-TZVPD) on a structure of composition C39H29BiF5IPS3Si.

```
80
Properties=species:S:1:pos:R:3:mulliken_charge:R:1
Bi 0.53877 -1.04888 0.62095 1.757
F 8.08387 -1.42798 1.96129 -0.325
C 6.89729 -1.05527 1.46357 0.600
C 5.81517 -0.84614 2.29662 -0.067
F 5.96201 -1.02230 3.61620 -0.321
C 4.60117 -0.43383 1.77873 -0.392
F 3.62546 -0.20297 2.64969 -0.273
C 4.39483 -0.22298 0.40899 0.682
S 2.91596 0.33427 -0.29968 -0.405
C 5.51876 -0.44856 -0.39888 0.034
F 5.43596 -0.25959 -1.72041 -0.310
C 6.73761 -0.85319 0.10584 0.147
F 7.78277 -1.04993 -0.71340 -0.319
I -2.40440 -3.22564 -2.03339 0.126
C -3.98462 -2.08155 -2.84800 -0.352
C -5.09677 -2.85052 -3.07168 -0.605
C -6.20796 -2.35480 -3.76557 -0.736
C -6.16737 -1.09222 -4.26491 -0.778
C -5.04339 -0.26340 -4.05401 1.084
C -5.04204 1.01462 -4.65172 -0.895
C -3.97770 1.84734 -4.50714 -1.116
C -2.92080 1.46870 -3.67225 0.017
C -2.87747 0.25768 -3.02104 0.674
P -1.56822 0.09854 -1.69502 0.126
C -0.06613 0.32814 -2.75013 1.541
C 0.38808 1.56944 -3.19715 -0.027
C 1.47805 1.65716 -4.04771 -0.923
C 2.14938 0.51289 -4.45041 -0.501
C 1.72427 -0.72274 -3.99425 -0.613
C 0.62625 -0.81229 -3.15271 -0.520
C -1.69401 1.75105 -0.89755 0.584
C -0.55975 2.32156 -0.31606 -0.553
C -0.65336 3.50766 0.39447 -0.928
C -1.87667 4.14426 0.53556 -0.606
C -3.01544 3.57051 -0.01100 -0.695
C -2.92754 2.37358 -0.70506 -0.518
C -3.91864 -0.70943 -3.27259 0.047
H -5.11133 -3.87445 -2.72463 0.381
H -7.06239 -2.99783 -3.93119 0.373
H -6.99436 -0.69704 -4.84276 0.337
H -5.90115 1.31511 -5.23977 0.344
H -3.95570 2.81517 -4.99210 0.411
H -2.12699 2.18165 -3.51239 0.266
H -0.08644 2.48135 -2.86283 0.282
H 1.80564 2.63155 -4.38910 0.370
H 3.01107 0.59152 -5.10069 0.390
H 2.25091 -1.62312 -4.28313 0.416
H 0.30677 -1.78336 -2.79974 0.016
H 0.41406 1.85877 -0.42968 0.730
H 0.24252 3.92738 0.83460 0.458
H -1.94210 5.08123 1.07450 0.389
H -3.97715 4.05726 0.09683 0.394
H -3.82443 1.92159 -1.11068 0.483
S 2.14509 -2.90386 1.27263 -0.457
C 1.04536 -4.19538 1.77515 0.497
C 1.63149 -5.45660 1.90782 -0.802
C 0.91729 -6.54475 2.37499 -0.582
C -0.41958 -6.38288 2.71336 -0.502
C -1.01799 -5.14549 2.56348 -0.732
C -0.31279 -4.03465 2.08731 0.460
S -1.20881 -2.53259 1.89918 -0.465
H 2.67580 -5.56084 1.63907 0.367
H 1.40301 -7.50801 2.46827 0.338
H -0.99237 -7.22085 3.09168 0.339
H -2.06128 -5.01168 2.82173 0.367
C 0.83438 1.77618 6.15276 -1.057
Si 0.94924 2.51984 4.42115 0.041
C 2.60964 3.40901 4.28202 -0.998
C -0.43650 3.79832 4.19774 -1.045
C 0.74582 1.19891 3.16526 0.070
C 0.64307 0.33088 2.32310 -0.364
H 0.97816 2.53597 6.92407 0.312
H 1.59980 1.00894 6.28278 0.290
H -0.13717 1.30525 6.31197 0.314
H 2.65492 4.23829 4.99205 0.323
H 2.77647 3.81028 3.28085 0.313
H 3.43386 2.72896 4.50550 0.309
H -0.78395 4.18652 5.15754 0.391
H -1.28825 3.34477 3.68852 0.300
H -0.10702 4.64556 3.59255 0.287
```

For the lowest unoccupied orbital energy, the calculation gives 0.0652 Eh. The calculation puts the energy above the lowest of the compared OMol25 structures with the same formula, charge and spin at 0.0 kJ/mol. Its net charge is -1.



ORCA calculation (ωB97M-V/def2-TZVPD) on a structure of composition C39H29Cl2HfN8O4.

```
83
Properties=species:S:1:pos:R:3:mulliken_charge:R:1
Hf 0.11451 -0.20301 -0.23023 2.356
O -0.83197 3.45046 -2.42946 -0.702
C -1.30529 2.89854 -3.57850 0.485
C -2.00422 3.72669 -4.45267 -0.668
C -2.52802 3.21673 -5.62278 -0.368
C -2.36880 1.87054 -5.94421 -0.758
C -1.68393 1.04616 -5.07976 -0.615
C -1.13762 1.53872 -3.88807 0.128
C -0.45162 0.61334 -2.97507 0.928
O 0.16393 1.11896 -1.90895 -1.047
N -0.47652 -0.66833 -3.19313 -1.120
N 0.19864 -1.29008 -2.16036 0.858
C 0.68307 -2.46236 -2.31385 -0.294
C 1.54228 -3.02858 -1.29177 0.637
C 1.78394 -4.40662 -1.26920 -0.748
C 2.66599 -4.96072 -0.36623 -0.799
C 3.35690 -4.12690 0.50941 -0.521
C 3.15828 -2.76004 0.49106 -0.443
C 2.23740 -2.18520 -0.38917 0.458
O 2.03267 -0.86206 -0.36416 -1.031
H -0.37694 2.71821 -1.96805 0.457
H -2.12101 4.76884 -4.18808 0.437
H -3.06641 3.87232 -6.29440 0.407
H -2.77728 1.47579 -6.86364 0.423
H -1.54927 -0.00212 -5.30530 0.474
H 0.49297 -3.00573 -3.23708 0.571
H 1.25996 -5.03829 -1.97616 0.461
H 2.83264 -6.02838 -0.34979 0.434
H 4.06277 -4.55204 1.21103 0.432
H 3.70340 -2.10791 1.16198 0.426
C 2.25494 1.36841 1.74369 -1.768
N 1.30910 1.75047 0.67483 -0.231
C 0.48006 2.93589 0.98619 -1.215
C -0.95627 2.68720 0.65384 -0.498
N -1.39347 1.55747 0.16782 1.751
C -2.75082 1.74095 -0.08943 -0.342
C -3.68937 0.88644 -0.66196 -0.256
C -4.97130 1.37412 -0.81459 -1.124
C -5.31672 2.67387 -0.41691 -0.653
C -4.39073 3.53411 0.13699 -1.238
C -3.10183 3.03928 0.28666 0.316
N -1.93347 3.61196 0.76916 0.103
C 1.73660 0.18218 2.49316 0.233
N 0.86196 -0.64757 1.99049 1.080
C 0.72556 -1.67995 2.91346 -0.444
C -0.03119 -2.84728 2.86127 -0.142
C 0.06144 -3.70517 3.93722 -1.025
C 0.88484 -3.42095 5.03756 -0.668
C 1.65358 -2.27649 5.09237 -1.152
C 1.55871 -1.41766 4.00406 0.499
N 2.18648 -0.21565 3.70474 -0.074
H 2.44469 2.20291 2.42321 0.637
H 3.20706 1.09226 1.28676 0.370
H 1.84506 1.93623 -0.16860 0.307
H 0.83074 3.80544 0.42289 0.522
H 0.57425 3.18222 2.04578 0.516
H -3.41857 -0.10874 -0.98844 0.479
H -5.72896 0.74447 -1.26017 0.515
H -6.33346 3.01358 -0.55850 0.450
H -4.65730 4.54066 0.42846 0.491
H -1.81139 4.57270 1.04046 0.252
H -0.64964 -3.07638 2.00433 0.520
H -0.50837 -4.62418 3.93414 0.514
H 0.92493 -4.12288 5.85908 0.425
H 2.29807 -2.06799 5.93532 0.488
H 2.87152 0.25806 4.26844 0.238
Cl -2.70223 -3.71748 -1.34343 -0.240
C -3.17166 -2.99719 0.15268 1.169
C -4.30049 -3.50226 0.82552 -0.617
C -4.70026 -2.93901 1.99989 0.712
Cl -6.09406 -3.56666 2.81303 -0.249
C -3.98679 -1.85006 2.56576 -0.127
C -4.33997 -1.21845 3.77646 -1.080
C -3.58239 -0.17872 4.23684 -1.277
C -2.45848 0.21881 3.48887 -0.310
N -2.09486 -0.34358 2.36496 0.265
C -2.84816 -1.35902 1.88411 1.219
C -2.44100 -1.93835 0.64448 -1.715
O -1.39856 -1.47577 -0.03127 0.156
H -4.84376 -4.33194 0.39686 0.554
H -5.20581 -1.56510 4.32273 0.496
H -3.82579 0.32757 5.16007 0.475
H -1.83751 1.03677 3.84466 0.435
```

For the lowest unoccupied orbital energy, the calculation gives -0.0841 Eh. The calculation puts the energy above the lowest of the compared OMol25 structures with the same formula, charge and spin at 81.0 kJ/mol. Its net charge is +1.



- The highest lowest unoccupied orbital energy belongs to which entry?
  C39H29BiF5IPS3Si